[1]
Computed, not measured: 2 unconnected molecules or ions with the total composition C11H15N at a distorted geometry, with ωB97M-V with the def2-TZVPD basis set.

* highest occupied orbital energy: -7.87 eV
* charge: 0
* orbital gap: 8.728 eV
* structure (SMILES): Cc1c[nH]c2ccccc12.CC

Last column: Mulliken charge in e.
Atoms and positions in Å:
C -2.10 2.62 0.63  -1.30
C -0.88 1.74 0.82  0.54
C -0.51 1.21 2.01  -0.71
N 0.66 0.46 1.85  -0.06
C 0.99 0.50 0.53  -0.07
C 2.06 -0.14 -0.10  -0.73
C 2.14 -0.13 -1.46  -0.53
C 1.25 0.73 -2.17  -0.59
C 0.23 1.41 -1.54  -0.56
C 0.10 1.32 -0.15  1.02
H -3.01 2.07 0.90  0.31
H -2.16 2.92 -0.39  0.33
H -2.03 3.44 1.34  0.31
H -0.92 1.22 3.01  0.42
H 1.00 -0.24 2.49  0.23
H 2.80 -0.71 0.47  0.32
H 2.76 -0.72 -2.12  0.40
H 1.40 0.81 -3.23  0.38
H -0.48 1.93 -2.17  0.32
C -0.61 -4.15 -0.40  -0.83
C -2.01 -3.62 -0.11  -0.80
H -0.51 -5.18 -0.71  0.31
H -0.01 -3.53 -1.08  0.25
H -0.04 -4.04 0.49  0.27
H -2.32 -3.55 0.93  0.28
H -2.80 -4.12 -0.66  0.29
H -2.03 -2.56 -0.39  0.23


[2]
Computed, not measured: 11 unconnected molecules or ions with the total composition C34H43F10O31P2 at a distorted geometry, with ωB97M-V with the def2-TZVPD basis set.

* highest occupied orbital energy: -12.53 eV
* charge: +1
* orbital gap: 9.438 eV

Last column: Mulliken charge in e.
Atoms and positions in Å:
C -1.83 1.69 3.22  -0.99
C -2.36 0.56 4.09  -0.34
C -3.08 -0.58 3.35  0.58
C -2.46 -1.03 2.02  -1.50
P -4.85 -0.23 3.12  0.15
P -5.54 1.89 3.18  0.60
O -6.93 1.91 3.68  -0.64
H -1.48 1.35 2.24  0.25
H -0.98 2.15 3.72  0.41
H -2.55 2.49 3.07  0.16
H -1.55 0.10 4.66  -0.04
H -3.05 0.99 4.83  0.57
H -3.07 -1.45 4.01  0.41
H -3.04 -1.86 1.61  0.64
H -1.46 -1.40 2.21  -0.22
H -2.44 -0.25 1.26  0.42
H -5.26 -0.74 1.88  0.17
H -5.61 -0.88 4.10  0.21
H -4.65 2.57 4.01  0.03
H -5.40 2.36 1.87  0.16
C 1.08 -4.43 0.25  -0.32
C -0.18 -4.01 -0.49  0.68
O -0.52 -2.81 0.20  -0.21
C 0.62 -2.27 0.71  0.71
O 0.68 -1.16 1.14  -0.57
O 1.62 -3.16 0.67  -0.30
F -1.18 -4.90 -0.34  -0.34
H 0.85 -5.02 1.13  0.20
H 1.80 -4.95 -0.38  0.38
H -0.02 -3.80 -1.54  -0.14
C 2.29 -1.39 5.18  -0.31
C 1.12 -0.83 4.39  0.43
O 0.71 0.27 5.19  -0.30
C 1.80 0.71 5.89  0.45
O 1.86 1.75 6.46  -0.52
O 2.79 -0.21 5.82  -0.35
F 0.07 -1.69 4.30  -0.30
H 1.95 -2.09 5.94  0.27
H 3.05 -1.85 4.56  0.27
H 1.38 -0.48 3.39  0.31
C -8.69 1.50 0.75  -0.25
C -10.03 0.79 0.73  0.24
O -9.89 -0.07 -0.38  -0.30
C -8.58 -0.36 -0.55  0.62
O -8.13 -1.22 -1.21  -0.48
O -7.82 0.51 0.19  -0.30
F -11.06 1.64 0.53  -0.27
H -8.72 2.38 0.11  0.25
H -8.36 1.77 1.75  0.20
H -10.25 0.19 1.62  0.29
C 1.04 -0.90 -4.47  -0.15
C 2.49 -1.22 -4.76  0.31
O 2.77 -2.26 -3.83  -0.32
C 1.61 -2.89 -3.56  0.78
O 1.53 -3.95 -3.00  -0.68
O 0.56 -2.18 -4.00  -0.32
F 3.29 -0.16 -4.51  -0.29
H 0.95 -0.17 -3.66  0.24
H 0.47 -0.57 -5.33  0.05
H 2.68 -1.58 -5.77  0.31
C 5.75 2.89 -7.02  -0.44
C 6.01 2.35 -5.62  0.30
O 4.74 2.50 -5.01  -0.19
C 3.79 2.45 -5.99  0.64
O 2.64 2.29 -5.80  -0.50
O 4.37 2.58 -7.20  -0.32
F 6.91 3.09 -4.94  -0.27
H 5.90 3.97 -7.05  0.29
H 6.35 2.41 -7.79  0.29
H 6.30 1.30 -5.58  0.24
C -4.14 7.39 5.35  -0.42
C -5.52 6.77 5.41  0.29
O -5.48 5.87 4.29  -0.28
C -4.19 5.53 4.08  0.64
O -3.84 4.64 3.37  -0.55
O -3.36 6.33 4.76  -0.30
F -6.50 7.66 5.22  -0.26
H -4.13 8.26 4.69  0.29
H -3.73 7.65 6.32  0.28
H -5.73 6.19 6.31  0.29
C 6.08 4.33 -2.04  -0.33
C 5.89 4.73 -0.59  0.35
O 7.21 5.01 -0.18  -0.32
C 7.92 5.40 -1.28  0.62
O 8.97 5.93 -1.26  -0.49
O 7.23 5.10 -2.41  -0.30
F 5.40 3.71 0.16  -0.28
H 6.30 3.27 -2.13  0.21
H 5.23 4.58 -2.68  0.24
H 5.27 5.61 -0.43  0.27
C -2.05 3.71 -5.63  -0.45
C -1.00 3.49 -4.56  0.29
O -0.51 2.20 -4.88  -0.18
C -0.69 2.01 -6.22  0.66
O -0.18 1.15 -6.85  -0.49
O -1.53 2.94 -6.72  -0.35
F -1.53 3.47 -3.31  -0.29
H -3.01 3.30 -5.32  0.27
H -2.17 4.75 -5.93  0.28
H -0.17 4.20 -4.57  0.27
C 3.17 -6.65 5.18  -0.47
C 2.54 -5.80 6.27  0.28
O 2.22 -4.61 5.57  -0.24
C 2.03 -4.93 4.26  0.51
O 1.52 -4.22 3.46  -0.30
O 2.49 -6.17 4.01  -0.34
F 3.41 -5.51 7.26  -0.28
H 4.24 -6.44 5.10  0.29
H 3.01 -7.71 5.31  0.28
H 1.64 -6.22 6.71  0.28
C 2.98 -6.35 -4.58  0.01
C 4.26 -7.13 -4.37  0.32
O 4.03 -8.31 -5.11  -0.32
C 3.14 -8.01 -6.11  0.62
O 2.92 -8.70 -7.04  -0.48
O 2.58 -6.80 -5.88  -0.33
F 4.46 -7.45 -3.07  -0.28
H 2.23 -6.63 -3.85  0.19
H 3.12 -5.28 -4.58  -0.04
H 5.16 -6.65 -4.75  0.29


[3]
Computed, not measured: a molecular structure, C24H19F6N3O10W at a distorted geometry, with ωB97M-V with the def2-TZVPD basis set.

* highest occupied orbital energy: -14.81 eV
* charge: +2
* orbital gap: 8.043 eV

Last column: Mulliken charge in e.
Atoms and positions in Å:
W 1.08 0.54 -2.23  1.75
O -2.53 1.21 -4.05  -0.52
C -1.50 0.68 -3.80  0.29
O -0.63 1.30 -2.86  -0.75
C -0.97 -0.64 -4.22  0.73
C -1.66 -1.61 -4.90  -0.91
C -1.10 -2.91 -4.98  -0.46
C -0.01 -3.24 -4.26  -0.79
C 0.63 -2.18 -3.61  0.83
N 0.21 -0.92 -3.68  0.18
C 1.89 -2.28 -2.80  0.19
O 2.66 -3.18 -2.77  -0.51
O 2.12 -1.08 -2.20  -0.66
H -2.51 -1.34 -5.45  0.60
H -1.66 -3.68 -5.52  0.46
H 0.33 -4.26 -4.22  0.56
O 1.48 3.94 4.32  -0.17
C 1.30 3.06 5.03  0.44
O 1.49 1.39 -0.81  -0.62
C 1.15 2.06 5.94  0.43
C 1.89 0.90 5.68  -0.65
C 1.51 -0.32 6.20  -0.86
C 0.34 -0.27 7.00  0.92
O -0.34 -1.26 7.47  -0.38
C -1.48 -0.72 8.21  -0.19
O -1.27 0.69 8.26  -0.38
C -0.32 0.96 7.33  0.61
C 0.09 2.15 6.86  -0.87
H 2.67 1.05 4.99  0.55
H 2.05 -1.27 6.02  0.48
H -1.35 -1.18 9.18  0.29
H -2.42 -1.04 7.64  0.26
H -0.35 3.09 7.19  0.52
C 3.94 2.56 -4.50  -1.70
C 2.54 1.92 -4.70  0.70
O 2.11 1.34 -3.50  -0.15
C 1.44 2.96 -5.08  0.69
F 1.92 3.61 -6.13  -0.24
F 1.23 3.80 -4.06  -0.26
F 0.29 2.34 -5.23  -0.13
C 2.69 0.77 -5.72  0.71
F 3.51 1.14 -6.70  -0.26
F 3.20 -0.26 -5.03  -0.24
F 1.54 0.36 -6.25  -0.23
H 3.88 3.32 -3.78  0.49
H 4.24 3.08 -5.49  0.37
H 4.56 1.74 -4.23  0.46
N -0.28 -0.66 -1.13  -0.09
C -0.94 -0.88 -0.22  0.17
N -1.80 -1.10 0.74  0.14
C -1.52 -2.03 1.89  -0.51
C -2.79 -2.34 2.71  -0.71
O -3.41 -1.12 3.15  -0.36
C -3.86 -0.40 1.99  -0.82
C -2.82 -0.05 1.02  -0.29
H -0.88 -1.43 2.60  0.28
H -0.95 -2.91 1.60  0.49
H -2.60 -2.92 3.56  0.42
H -3.49 -2.97 2.13  0.32
H -4.35 0.47 2.41  0.31
H -4.62 -1.05 1.50  0.37
H -2.27 0.83 1.42  0.32
H -3.31 0.20 0.07  0.37


[4]
Computed, not measured: 2 unconnected molecules or ions with the total composition C3H5Cl at a distorted geometry, with ωB97M-V with the def2-TZVPD basis set.

* highest occupied orbital energy (alpha / beta): -9.22 / -9.22 eV
* charge: 0
* orbital gap (alpha / beta): 7.605 / 7.606 eV

Last column: Mulliken charge in e.
Atoms and positions in Å:
C 0.24 -1.49 -0.03  -0.45
C 0.04 -0.23 0.03  0.29
C 0.37 1.16 0.02  -0.82
Cl -2.72 0.08 0.04  -0.51
H -0.55 -2.21 0.00  0.29
H 1.24 -1.90 -0.10  0.27
H -0.16 1.69 0.81  0.29
H 1.45 1.28 0.18  0.37
H 0.10 1.61 -0.94  0.28


Relative energy (zero: lowest compared OMol25 entry of this formula, charge and spin), record by record: 16.2, 0.0, 2.9, 55.9 kcal/mol
E_tot, record by record: -13140.0874, -145175.0038, -68258.3293, -15711.4202 eV